Here is a structure of composition C54H112F12N4O10Sr in a non-equilibrium geometry from the OMol25 dataset. Energies are from ωB97M-V/def2-TZVPD.

Last column: Mulliken charge in e.
Atoms and positions in Å:
Sr -26.9502 -10.9917 -7.7085  -1.1067
C -30.9769 -12.9981 -13.0479  -1.1133
C -30.5713 -14.1556 -12.1167  -0.6621
C -30.6984 -13.8853 -10.6433  1.7613
C -32.1586 -13.6177 -10.1618  -1.7077
N -32.3483 -13.3467 -8.6222  1.0137
C -31.6923 -12.0591 -8.1826  0.2554
C -32.5428 -11.3213 -7.0948  -0.4827
C -33.7957 -12.1212 -7.0108  -0.8304
C -33.7606 -13.0067 -8.2205  -1.0305
C -31.8390 -14.5602 -7.7288  0.1099
C -32.1184 -14.5482 -6.2243  -0.4518
C -31.3906 -15.5528 -5.3284  -1.3401
H -31.0694 -13.2891 -14.0942  0.5394
H -30.2924 -12.1499 -13.0405  0.0054
H -31.9924 -12.6684 -12.8280  0.3521
H -29.5876 -14.4797 -12.4563  -0.1474
H -31.2805 -14.9226 -12.4281  0.5224
H -30.0932 -13.0623 -10.2630  -0.3271
H -30.5111 -14.8249 -10.1235  -0.1138
H -32.8610 -14.3537 -10.5530  0.2883
H -32.5405 -12.7307 -10.6672  0.5518
H -30.6569 -12.2496 -7.9001  -0.1920
H -31.5312 -11.4576 -9.0772  -0.2683
H -32.0844 -11.2756 -6.1070  0.0980
H -32.6572 -10.2585 -7.3079  0.5273
H -33.9870 -12.6589 -6.0821  0.3588
H -34.6366 -11.4510 -7.1888  0.4273
H -34.4414 -13.8558 -8.2815  0.3682
H -34.1678 -12.4607 -9.0715  0.5494
H -30.7516 -14.4944 -7.7655  -0.0879
H -32.0704 -15.4863 -8.2550  0.5245
H -33.1973 -14.6815 -6.1445  0.4304
H -31.7813 -13.6342 -5.7354  -0.0198
H -31.8232 -16.5317 -5.5353  0.4029
H -31.3875 -15.3890 -4.2508  0.3927
H -30.3531 -15.3382 -5.5847  0.1387
C -21.9010 -6.7748 -8.8037  -1.6756
C -22.8567 -7.6867 -8.1300  -0.1751
C -22.5486 -9.2162 -8.1335  2.7412
C -21.0161 -9.5195 -7.7271  -1.8305
N -20.8716 -10.9224 -7.0036  0.6490
C -21.4134 -10.9673 -5.5328  0.0612
C -20.2787 -11.4822 -4.6170  -0.8594
C -19.4051 -12.2378 -5.5660  -0.5210
C -19.3734 -11.2296 -6.7038  -0.7401
C -21.5102 -12.0167 -7.9398  -0.7321
C -20.9355 -12.1663 -9.3690  -0.1271
C -21.7177 -13.0178 -10.3742  -1.6144
H -21.7916 -6.9299 -9.8771  0.2134
H -20.9190 -6.9183 -8.3532  0.3684
H -22.1667 -5.7223 -8.7051  0.4765
H -23.8585 -7.5161 -8.5243  -0.0906
H -22.9751 -7.3950 -7.0865  0.4702
H -22.6676 -9.6211 -9.1385  -0.5070
H -23.2285 -9.6537 -7.4024  -0.9077
H -20.6246 -8.8072 -7.0009  0.5770
H -20.4674 -9.4691 -8.6676  0.4692
H -22.2414 -11.6745 -5.4833  -0.1669
H -21.9161 -10.0421 -5.2509  0.3401
H -20.5317 -12.2089 -3.8450  0.3480
H -19.8540 -10.6034 -4.1318  0.3705
H -19.9101 -13.1882 -5.7391  0.2941
H -18.3928 -12.4595 -5.2279  0.4318
H -18.7443 -11.4780 -7.5586  0.3777
H -19.1195 -10.2175 -6.3887  0.4967
H -22.5918 -11.9062 -7.8620  0.1607
H -21.3208 -12.9328 -7.3804  0.7244
H -19.9238 -12.5700 -9.3293  0.2972
H -20.8211 -11.1826 -9.8244  -0.0060
H -22.7008 -12.6385 -10.6530  -0.0840
H -21.9052 -14.0129 -9.9710  0.6341
H -21.1226 -13.2299 -11.2625  0.6189
C -29.2897 -9.8519 -11.2044  1.2787
C -29.9908 -9.1348 -12.3232  -1.2506
N -30.8430 -7.8259 -11.8700  0.1842
C -31.7037 -8.1961 -10.5967  -1.2702
C -29.9666 -6.6673 -11.3632  -0.2343
C -30.6949 -5.3916 -10.8293  -1.4679
C -31.8348 -7.3353 -13.0047  -0.6839
C -31.1426 -6.7160 -14.2587  -0.6115
O -30.6847 -7.7766 -15.0675  -0.3009
C -30.3855 -7.4716 -16.3968  -0.7897
H -28.6280 -9.2304 -10.6011  0.1048
H -28.6041 -10.5145 -11.7325  -0.2020
H -29.9410 -10.4985 -10.6163  -0.8709
H -30.7402 -9.7797 -12.7821  0.4799
H -29.5358 -8.8025 -13.2563  0.5460
H -32.1442 -9.1457 -10.9004  0.3902
H -32.3933 -7.4296 -10.2433  0.4383
H -31.0579 -8.4448 -9.7546  0.4683
H -29.2956 -6.4706 -12.1994  0.5442
H -29.2940 -7.0712 -10.6065  0.1812
H -31.3154 -4.9534 -11.6110  0.3625
H -29.9275 -4.6439 -10.6291  0.4564
H -31.2696 -5.4944 -9.9088  0.3143
H -32.3996 -6.5762 -12.4636  0.5507
H -32.5002 -8.1840 -13.1632  0.4823
H -30.2528 -6.1386 -14.0077  0.3359
H -31.8027 -5.9866 -14.7283  0.5722
H -29.8447 -6.5271 -16.3374  0.3852
H -31.2689 -7.5070 -17.0342  0.2430
H -29.7395 -8.2823 -16.7338  0.2415
C -26.6648 -13.2143 -12.4257  -0.1535
C -26.5780 -14.7826 -12.8057  -0.6602
N -25.2010 -15.2664 -13.2541  0.4476
C -24.5444 -14.6051 -14.4996  -0.8155
C -24.1597 -14.9844 -12.0699  0.1641
C -22.9199 -15.8777 -12.1291  -1.5656
C -25.3782 -16.7218 -13.7092  -0.8258
C -26.1008 -17.7072 -12.7232  -0.7512
O -25.3483 -17.7542 -11.5597  -0.0551
C -25.6791 -18.8129 -10.6244  -0.8608
H -27.6256 -13.0042 -11.9557  -0.3018
H -26.4978 -12.6671 -13.3535  0.5331
H -25.8528 -12.8443 -11.7997  -0.0378
H -27.2147 -14.9618 -13.6721  0.4849
H -26.9458 -15.3438 -11.9467  0.0868
H -23.6531 -15.0020 -14.9854  0.3849
H -24.3498 -13.5517 -14.2978  0.1782
H -25.3163 -14.5627 -15.2681  0.4717
H -24.6033 -15.1576 -11.0894  -0.0246
H -23.8894 -13.9381 -12.2123  0.4344
H -22.0568 -15.6414 -11.5067  0.4411
H -22.5517 -15.9913 -13.1487  0.3238
H -23.3252 -16.8024 -11.7182  0.3015
H -24.3751 -17.0862 -13.9311  0.4590
H -25.9260 -16.6843 -14.6508  0.5341
H -26.0166 -18.7482 -13.0353  0.6052
H -27.1553 -17.5462 -12.4988  0.3755
H -25.5407 -19.8057 -11.0526  0.3951
H -26.6940 -18.7032 -10.2422  0.2638
H -25.0908 -18.8138 -9.7068  0.2648
C -27.3340 -14.7922 -8.3651  0.4371
O -28.2860 -15.6264 -7.7920  0.0925
O -27.7704 -13.4849 -8.1172  0.5986
C -25.8150 -15.1977 -8.0812  0.1618
F -25.4800 -16.3961 -8.5104  -0.3148
F -24.9961 -14.3594 -8.7498  0.1410
F -25.4086 -15.1362 -6.7786  -0.2837
C -28.3716 -17.0357 -8.2365  -0.2085
C -29.3968 -17.6811 -7.2720  -1.2865
H -29.4261 -18.7676 -7.1897  0.4757
H -29.1744 -17.4457 -6.2312  0.2899
H -30.3991 -17.3524 -7.5466  0.1033
H -27.4652 -17.6291 -8.1162  0.3273
H -28.8409 -17.1049 -9.2179  0.2115
H -27.5941 -14.9569 -9.4107  -0.4232
C -25.4181 -11.5869 -4.9783  -0.1032
O -26.8263 -11.6085 -5.3515  0.2534
O -24.7875 -11.3609 -6.1647  -0.6851
C -25.0885 -10.6354 -3.7388  0.4248
F -23.8149 -10.6863 -3.5714  -0.2814
F -25.4030 -9.3800 -3.9320  -0.1738
F -25.5873 -11.0290 -2.5798  -0.3027
C -27.6020 -12.5663 -4.5457  -1.3228
C -29.0979 -12.5791 -5.0004  0.0613
H -29.5387 -11.5822 -4.9888  0.0316
H -29.1903 -12.8502 -6.0520  -0.3710
H -29.6496 -13.3380 -4.4456  0.4348
H -27.5813 -12.4516 -3.4620  0.5173
H -27.3109 -13.6166 -4.5595  0.3934
H -25.0959 -12.5524 -4.5884  0.2344
C -25.4741 -9.5201 -11.2121  -1.0805
O -24.0607 -9.8303 -11.2937  0.1825
O -26.0248 -10.1066 -9.9834  1.5829
C -25.5699 -7.9656 -11.4146  0.6451
F -24.6817 -7.4848 -12.2888  -0.3055
F -26.6529 -7.6556 -12.0746  -0.3481
F -25.5409 -7.1756 -10.3257  -0.2002
C -23.5838 -10.0417 -12.6209  -0.0528
C -22.0258 -10.0179 -12.4934  -1.0264
H -21.6011 -10.0631 -13.4963  0.5001
H -21.7821 -9.1142 -11.9347  0.2494
H -21.5578 -10.8750 -12.0092  -0.0657
H -23.7442 -9.2558 -13.3590  0.4198
H -23.8882 -10.9830 -13.0786  -0.1008
H -25.9972 -9.8826 -12.0970  -0.1766
C -29.1292 -8.6222 -6.9560  0.3193
O -27.7241 -8.4273 -6.8607  0.3238
O -29.3160 -9.8188 -7.6425  -0.3059
C -29.9543 -8.3838 -5.6001  0.1902
F -31.2447 -8.7053 -5.5865  -0.2596
F -29.5157 -9.0550 -4.5569  -0.1994
F -29.8854 -7.0586 -5.1906  -0.3055
C -27.1734 -7.1319 -6.8011  -0.5773
C -25.7648 -7.2011 -6.4277  -0.6674
H -25.3239 -6.2060 -6.4864  0.4976
H -25.7159 -7.4658 -5.3715  0.3303
H -25.2710 -8.0185 -6.9531  -0.2437
H -27.5973 -6.5113 -6.0116  0.2988
H -27.2999 -6.6457 -7.7684  0.1880
H -29.3135 -7.7506 -7.5841  -0.0394

Forces on atoms 1 to 2 (eV/Å):
0.18 -0.02 -0.80
-0.24 0.27 -0.07

Computed properties:
Multiplicity = 1
Gap between HOMO and LUMO = 0.27399 hartree
Electronic energy = -4324.53785 a.u.
Highest occupied orbital energy = -10.9975 eV
Total charge = +2
Maximum force = 0.08132 Eh/bohr